Entry from OMol25: a molecular structure, C6H22N8O6Zn (the ωB97M-V functional and the def2-TZVPD basis).

The geometry in XYZ format:
```
43
Properties=species:S:1:pos:R:3:forces:R:3
N -31.744080 -0.670360 12.034020 0.0 -0.7 -1.1
H -30.347070 3.476580 9.132890 0.0 -0.4 0.1
C -33.488170 6.061990 13.949340 -0.1 -1.4 -0.4
H -31.590070 1.287140 15.469110 -0.5 -0.3 0.0
O -31.569100 3.299340 12.057440 1.7 0.1 -0.9
O -32.738170 1.060870 13.091480 0.1 -0.9 0.0
O -34.224200 2.326010 14.962130 1.1 -0.1 1.1
H -34.256160 -0.793730 13.903270 -0.6 0.7 0.1
C -32.696920 -0.078030 12.720760 0.7 0.7 0.8
N -33.542260 -1.016360 13.224390 -1.3 -1.2 1.1
O -33.647530 4.896850 13.601570 0.3 -1.9 -0.7
H -31.107770 -0.139900 11.456250 0.5 -0.2 0.1
H -33.500880 1.630300 16.794110 -1.1 0.2 0.5
H -31.315710 2.206810 9.864900 0.0 0.4 -0.5
O -34.218160 2.879140 11.791510 0.7 -2.0 2.3
H -35.391280 6.684380 13.544150 0.2 0.1 0.3
N -34.915650 4.431990 10.449690 -0.2 5.4 0.2
N -34.488400 6.881000 13.951890 -0.8 2.4 0.3
N -35.175510 2.436300 9.826980 -2.1 -2.8 -3.7
H -33.309650 -1.998570 13.259900 0.2 -0.6 -0.2
N -30.148360 4.856110 11.065540 -1.1 -1.3 0.7
H -33.586550 3.424690 16.663460 0.2 0.0 -0.3
H -31.814670 -1.677830 12.044770 1.0 -0.2 -0.8
H -35.298650 1.439030 9.725060 0.3 0.2 0.8
H -30.012610 5.355330 11.932970 0.1 0.3 -0.7
C -33.375570 2.492600 16.139260 1.0 -2.2 1.2
H -31.236270 2.465750 16.697520 -0.5 0.0 0.3
H -35.107150 2.404360 15.330730 -0.5 0.2 -0.5
C -34.769270 3.213980 10.767140 0.5 -1.5 0.2
C -30.897140 3.702300 11.078130 0.6 2.6 1.4
H -29.924430 5.175010 10.133730 0.5 0.7 0.7
Zn -33.035910 2.951140 13.337670 -0.6 2.8 -0.2
H -32.271040 7.253870 15.079530 -0.3 0.2 -0.2
C -31.888540 2.264740 15.847670 -0.9 1.4 -0.6
H -34.578750 5.054430 11.170230 -0.4 0.6 -0.5
N -30.845820 3.098770 9.925740 -0.7 -2.1 -1.6
O -31.635760 3.245990 14.832220 1.2 -0.2 0.5
H -34.042210 7.785970 13.997090 -1.7 0.9 -0.2
H -35.466770 4.722890 9.654870 0.3 0.5 0.4
H -31.434890 6.247390 14.044280 -0.5 -0.4 0.1
H -30.718800 3.482880 14.989220 0.3 0.5 -0.9
N -32.334080 6.644310 14.276680 2.7 0.3 0.9
H -35.698730 2.956030 9.136890 0.0 -0.8 -0.4
```
Positions in Å, forces in eV/Å.

Calculated values
- ⟨S²⟩ = 0.77
- LUMO level (alpha / beta) (eV) = -9.0799 / -15.5845
- orbital gap (alpha / beta) (eV) = 9.38 / 2.87
- M (g/mol) = 367.68
- net charge = +3
- energy above the lowest of the compared OMol25 structures with the same formula, charge and spin (kJ/mol) = 46.90
- multiplicity = 2

=====

Entry from OMol25: 5 unconnected molecules or ions with the total composition C6H22NO5 (the ωB97M-V functional and the def2-TZVPD basis).

The geometry in XYZ format:
```
34
Properties=species:S:1:pos:R:3:forces:R:3
H -1.764855 -1.564480 -3.902506 0.2 0.0 0.0
H 1.920647 1.347410 -1.807780 0.2 0.1 -1.0
H -0.527097 2.831063 3.721597 0.2 -0.1 0.3
H 0.691203 -0.519310 -0.098410 0.5 -0.1 0.2
H -3.353772 -0.930247 0.404362 -0.3 -0.3 -0.1
C 1.077397 -0.329955 -2.949601 1.0 -0.6 0.3
O 2.441706 -0.953286 1.714721 -0.3 -0.9 -0.1
C 0.966155 1.084863 -2.286624 -0.6 -0.6 1.4
O 0.453530 -0.483035 3.676194 -0.2 0.0 0.2
H -0.184828 2.302244 -0.894493 0.3 -0.3 0.2
C 0.124287 -1.556337 -2.663151 -0.2 1.2 0.4
H 1.315225 -0.250799 -4.013342 -0.5 0.3 0.0
H 0.642397 1.843825 -2.995960 0.3 -0.1 -0.1
O -3.219768 -0.948212 1.358010 0.6 0.6 0.0
H -0.942891 0.789855 -1.301174 -0.1 0.0 0.0
H 0.156154 -1.223289 4.210445 -0.1 -0.1 0.2
H -1.362393 0.046701 1.063849 -0.2 0.2 -0.4
H 1.314081 -0.742947 3.326792 0.3 -0.2 -0.2
H 2.020617 -0.765102 -2.577726 -0.1 0.2 0.0
H 1.400887 0.975391 0.635223 0.1 -0.3 -0.4
H 0.510103 -2.391884 -3.232637 0.0 -0.1 -0.3
C 0.024188 1.231528 -1.049868 -1.2 0.0 -0.6
H 2.706767 -1.813023 1.330177 0.0 0.7 0.4
C 0.523386 0.512481 0.183453 0.0 0.3 0.5
H -1.338185 3.677024 2.780312 -0.2 0.2 -0.2
H -3.628311 -1.737244 1.712699 -0.2 -0.2 -0.1
C -1.373808 -1.434606 -2.872889 0.0 0.1 -0.4
N -0.448449 0.432697 1.326087 -1.4 -1.0 0.8
H 0.277016 -1.804648 -1.620679 -0.2 -0.2 0.3
O -2.171466 -1.222902 -1.991174 0.2 0.0 0.3
H 3.228680 -0.505225 2.013781 0.7 0.0 0.0
O -0.605010 3.059218 2.793267 0.0 -0.4 -0.1
H -0.229429 -0.231554 2.124288 0.8 0.4 -0.7
H -0.644164 1.273784 1.882757 0.2 0.8 -0.6
```
Positions in Å, forces in eV/Å.

Calculated values
- LUMO level (eV) = -2.6456
- orbital gap (eV) = 10.15
- M (g/mol) = 188.24
- net charge = +1
- energy above the lowest of the compared OMol25 structures with the same formula, charge and spin (kJ/mol) = 0.00

=====

Entry from OMol25: 6 unconnected molecules or ions with the total composition C6H23NO5 (the ωB97M-V functional and the def2-TZVPD basis).

The geometry in XYZ format:
```
35
Properties=species:S:1:pos:R:3:forces:R:3
H -1.343415 -1.369027 -0.239378 0.1 0.8 0.4
H -3.141641 0.258937 2.208121 1.1 0.2 1.6
O 1.579263 -2.131515 -0.606803 0.5 -0.1 0.0
O 3.557796 -0.326702 -1.973427 -0.5 -0.3 0.5
H -2.308519 1.449087 -0.101954 0.3 -1.4 -0.4
H 1.183940 2.631411 1.873598 -0.7 0.6 0.6
C -1.620545 1.821162 -0.889484 -2.4 2.9 3.8
H 1.014618 -1.333619 -0.689405 -0.1 -1.5 0.2
H -2.238684 0.802364 -2.700720 -1.3 -0.1 0.3
H -1.744493 0.648497 2.590111 2.2 0.8 -1.0
H 1.102891 -2.974152 -0.748651 -0.2 1.2 0.0
H 1.925642 -2.584036 1.662506 -2.5 -0.4 1.6
H 0.358425 -0.270403 -1.527033 -0.3 1.1 0.1
H -1.327246 -1.458155 2.373923 -0.7 0.3 1.6
H -2.378477 2.650930 -1.040431 1.2 -0.2 -0.9
H 2.932218 -1.071557 -1.748024 1.1 1.2 0.2
O -2.534799 0.403949 2.999817 -3.1 -1.0 -0.7
H 3.770929 0.205914 -1.174491 -0.5 -1.0 -0.7
H -0.284054 -0.789366 -2.934406 -1.2 1.1 0.4
H 2.353326 1.616471 1.221940 -0.2 1.7 -0.8
H -0.843805 1.645528 -2.834737 0.0 -0.1 0.7
H 1.002218 1.320795 -0.807708 0.6 0.6 -0.3
O -1.068815 -1.667555 1.500339 0.0 -2.7 -1.5
C -0.530005 2.395489 0.024462 0.0 -0.2 -1.6
C 0.781980 2.129517 -0.120159 -3.1 -0.8 0.5
C -1.400349 1.031489 -2.074608 2.9 -0.4 -3.4
N -1.401403 -1.259590 -1.232330 -1.4 -0.4 -1.8
C -0.642628 -0.290110 -1.972469 2.0 -1.3 0.2
H 1.049197 -1.894478 2.624972 -0.9 8.3 3.5
H -2.324270 -0.987175 -1.562595 -0.5 -1.1 0.9
C 1.691752 2.523528 0.940882 1.7 -2.4 1.2
H -0.958967 3.071648 0.808410 0.7 -0.6 -0.6
H 2.187819 3.423751 0.699165 1.2 0.8 0.0
H -0.981801 -2.687137 1.474881 0.1 2.6 0.3
O 1.106897 -2.672619 2.298383 4.0 -8.4 -5.0
```
Positions in Å, forces in eV/Å.

Calculated values
- LUMO level (eV) = 0.2842
- orbital gap (eV) = 9.29
- M (g/mol) = 189.25
- SMILES = C/C=C/CCCN.O.O.O.O.O
- energy above the lowest of the compared OMol25 structures with the same formula, charge and spin (kJ/mol) = 365.03

=====

Entry from OMol25: 7 unconnected molecules or ions with the total composition C6H23NO7 (the ωB97M-V functional and the def2-TZVPD basis).

The geometry in XYZ format:
```
37
Properties=species:S:1:pos:R:3:forces:R:3
H 1.068604 0.712113 4.757489 -0.2 -0.1 0.0
H 1.925235 0.467671 0.761018 0.4 -0.1 0.1
H -2.203970 0.211905 3.587204 0.1 0.0 0.0
H 2.996861 -1.827959 -0.323673 -1.2 0.7 -0.2
N -0.613771 0.285999 -1.721276 -0.8 -0.1 -0.7
H 1.102387 -3.845039 1.031687 0.0 -0.3 0.7
H 0.135413 -0.273276 -2.109424 0.2 -0.3 0.5
C -0.451484 -1.317906 0.238379 0.7 -0.5 0.0
H 1.562073 1.261782 -1.686415 -0.3 0.2 -0.3
O 2.056909 0.944890 1.587198 -0.2 0.2 -0.6
H 1.315879 0.515102 3.208233 0.2 0.3 0.6
C 0.155323 -2.569072 -0.443772 0.5 1.9 -1.4
H -2.911072 -1.210072 -1.662055 0.4 -0.3 -0.1
H -1.264830 2.393143 -2.980160 0.3 0.0 0.1
C 1.308565 -3.023111 0.380247 -0.5 -0.3 0.0
H -0.613903 -3.296732 -0.685952 0.1 -0.3 0.3
H -1.261590 0.503517 0.267989 -0.5 0.9 0.1
C 2.493981 -2.450975 0.415887 2.1 -0.6 -0.6
C -1.242254 -0.224776 -0.518915 0.2 -1.6 1.0
O -2.163493 2.710726 -2.905909 -0.6 0.0 -0.2
H 3.330431 -2.821507 1.000836 -0.5 -0.4 0.7
H -3.407939 0.441691 2.691906 0.0 -0.1 -0.3
H -0.123046 2.860601 -0.878862 0.3 -0.2 0.1
H 2.985911 0.862140 1.827778 0.0 -0.1 -0.1
H -2.096681 3.465065 -2.308697 0.2 -0.1 0.0
H -1.023817 -1.765131 1.026645 -0.8 0.5 0.7
O 2.104566 0.778687 -2.312909 0.7 -0.5 0.2
O -0.309037 3.782932 -1.053418 -0.5 0.4 -0.2
H 0.576679 -2.228304 -1.397612 0.0 -0.2 -0.2
H 0.497274 4.299377 -1.046653 0.3 -0.2 0.1
H 0.335432 -0.759898 0.751287 0.2 -0.4 -0.1
H 1.986693 1.154249 -3.184827 -0.2 0.3 0.0
O -2.454790 0.305781 2.663660 0.1 0.0 0.2
O -3.546011 -0.545997 0.088356 0.1 -0.2 0.2
C -2.652822 -0.731155 -0.692332 -0.7 0.8 -0.7
H -1.331261 0.226757 -2.442963 0.1 0.5 -0.1
O 1.733556 0.706783 4.070025 0.0 -0.2 0.0
```
Positions in Å, forces in eV/Å.

Calculated values
- LUMO level (eV) = 0.2246
- orbital gap (eV) = 9.92
- M (g/mol) = 221.25
- SMILES = C=CCC[C@@H](N)C=O.O.O.O.O.O.O
- energy above the lowest of the compared OMol25 structures with the same formula, charge and spin (kJ/mol) = 212.07

=====

Entry from OMol25: 7 unconnected molecules or ions with the total composition C6H24BrN12O6 (the ωB97M-V functional and the def2-TZVPD basis).

The geometry in XYZ format:
```
49
Properties=species:S:1:pos:R:3:forces:R:3
N 2.829060 -1.050054 1.043256 -0.5 -0.4 2.5
N -0.887202 3.997905 -0.345336 -5.3 -0.4 2.5
O 5.091760 -1.430508 0.850636 1.0 -0.2 1.3
N 1.147706 3.749317 -0.973357 3.3 -1.4 -0.4
H -5.018787 0.378347 1.922199 0.6 -1.1 0.4
H 1.467991 -1.676167 -3.542890 -0.4 -0.2 0.4
H -0.221186 -4.898822 -1.462458 -0.1 -0.3 -0.1
H -2.419854 1.121265 -0.006869 0.0 -0.1 0.2
C 0.409966 -3.694651 0.028349 -0.7 0.4 0.1
H 2.945246 -0.644785 -1.141705 0.5 0.2 -0.7
O 2.311806 0.283283 -4.674936 0.2 -0.2 -1.3
C 1.578698 0.277397 -3.685730 3.6 -0.4 -3.7
O -1.601873 -1.210327 5.394660 -0.7 0.3 1.2
H -2.369809 0.695581 4.101145 0.3 0.6 -0.6
C 0.070045 4.525004 -0.987937 3.2 -1.3 -1.1
C 4.025874 -1.007378 0.442345 -0.2 -1.5 1.5
N -0.722066 -1.686274 3.449560 3.7 -5.0 -1.4
H -0.581744 -1.625260 2.451222 0.1 -0.1 0.2
N -1.772308 0.089489 3.557311 -3.1 5.4 -1.0
N 0.463103 -2.737333 -0.830624 1.1 3.4 -2.7
O 0.630663 -3.507594 1.183768 0.7 0.2 4.4
N -0.090160 -4.776417 -0.468502 -0.9 -4.4 -0.1
H -1.193212 0.412025 2.795271 -0.3 0.3 0.0
H 1.104761 2.835263 -0.545848 0.0 -0.1 -0.1
O -5.528941 1.830606 0.155410 1.5 -1.0 0.6
N 1.168007 -0.808275 -3.122316 -1.3 -2.6 1.4
Br -0.136268 0.529639 0.184807 0.0 0.2 0.1
H -0.301009 -2.413571 4.009779 0.3 -0.5 -1.0
H -0.138398 -5.527309 0.205254 -0.1 -0.4 -0.6
H 4.722672 -0.586039 -1.324147 -0.6 0.0 -0.3
H -3.309492 -0.037409 1.411039 -0.5 -0.1 0.7
C -4.412915 1.293663 0.419358 -2.5 4.0 -2.7
O 0.026472 5.551060 -1.581547 -0.4 3.6 -1.9
H 0.573552 -0.690411 -2.314336 0.0 -1.0 -0.1
H 0.289610 -1.824464 -0.434814 0.2 0.2 -0.6
N 1.334275 1.356428 -3.044638 -1.8 3.9 2.9
H 1.769377 3.818347 -1.766365 0.0 0.2 0.4
H 1.506442 2.276206 -3.424732 -0.2 -0.5 0.0
H -3.160442 2.349164 -0.852421 -0.8 -0.3 0.0
H 2.788510 -1.520793 1.935921 -0.2 0.2 -0.2
C -1.392553 -0.933341 4.220161 -0.1 -1.2 2.4
H 2.052831 -0.465482 0.767864 0.1 -0.2 0.0
N 3.880674 -0.579742 -0.766394 0.2 1.9 -4.1
N -4.173861 0.484074 1.379030 -1.3 -2.9 3.4
H -1.695394 4.587241 -0.485427 -0.6 -0.7 0.8
H 0.730564 1.190437 -2.252120 -0.1 1.2 0.3
N -3.281652 1.625807 -0.158049 2.7 1.6 -2.7
H 0.376035 -3.009134 -1.799458 -0.4 0.7 -0.3
H -0.886572 3.083991 0.084610 -0.1 0.1 -0.1
```
Positions in Å, forces in eV/Å.

Calculated values
- ⟨S²⟩ = 0.75
- LUMO level (alpha / beta) (eV) = 4.5352 / 4.4537
- orbital gap (alpha / beta) (eV) = 2.21 / 9.04
- M (g/mol) = 440.24
- net charge = -2
- energy above the lowest of the compared OMol25 structures with the same formula, charge and spin (kJ/mol) = 0.00
- multiplicity = 2

=====

Entry from OMol25: a molecular structure, C6H24BrN12O6Y (the ωB97M-V functional and the def2-TZVPD basis).

The geometry in XYZ format:
```
50
Properties=species:S:1:pos:R:3:forces:R:3
C 19.750214 2.854884 9.821296 1.7 0.7 0.1
O 21.270615 3.344094 14.333374 0.3 0.0 1.3
H 22.753447 5.107395 15.694479 -0.1 -0.3 0.0
Y 22.089258 2.430644 12.368630 -0.3 1.1 -2.1
H 22.447292 -1.698517 8.914106 0.2 0.0 -0.2
N 19.739970 6.278857 12.229403 -0.4 -0.5 -0.1
H 20.865892 -2.450213 10.151285 -0.1 -0.2 0.0
N 22.527310 -0.873158 9.473180 0.4 0.6 0.6
N 21.749184 5.181398 15.674055 0.2 -0.9 0.3
O 20.395035 1.227582 13.213610 -1.1 -0.5 0.0
H 18.915784 3.946716 14.967158 0.4 -0.3 -0.1
N 24.180992 5.957843 13.848896 0.6 -0.1 0.2
N 18.471164 3.248207 9.833510 -0.4 -0.1 0.2
C 20.941377 4.205887 15.159973 0.0 2.0 -1.6
C 19.507053 0.468806 13.635244 1.6 0.2 1.3
H 19.190552 -1.342988 14.573868 -0.1 0.0 -0.1
H 26.032977 3.350819 14.058068 0.3 0.1 -0.2
H 23.249075 6.297175 13.696785 0.0 -0.1 -0.4
O 22.013527 0.249898 11.363095 0.3 -0.4 0.9
N 19.819568 -0.785142 14.020913 -0.4 -0.9 -0.1
N 19.639655 4.552153 15.320302 -1.4 -0.9 0.3
N 25.778478 4.319712 14.124829 -1.0 0.3 -0.2
O 20.396721 2.587782 10.853672 -0.9 -0.4 0.1
H 17.623609 0.256064 14.396264 -0.2 0.1 -0.1
N 21.782971 7.038866 11.676561 1.6 0.1 -0.5
H 23.187588 -0.136906 9.264944 0.0 -0.2 -0.2
H 20.716788 -1.206572 13.859990 0.2 0.5 0.0
H 24.928370 6.605446 14.034484 -0.3 0.3 0.2
N 20.961311 -1.729328 10.839132 -0.1 -0.1 0.7
C 21.006155 5.959556 11.866241 -0.5 -0.2 1.3
H 17.986071 3.338034 8.959204 -0.3 0.1 0.2
H 19.938917 3.417486 7.878349 -0.1 -0.1 -0.1
H 19.290969 5.096213 16.091221 0.4 0.2 0.1
H 21.454369 7.986035 11.639235 -0.3 -0.1 -0.1
H 20.402962 -1.796968 11.670509 0.0 0.2 0.0
O 23.793391 3.824567 13.159551 -0.5 -0.8 0.6
N 20.349828 2.880554 8.622736 0.2 -0.1 -0.6
H 19.399248 7.221581 12.243673 -0.1 0.0 -0.1
C 21.874618 -0.755402 10.646248 -0.3 0.5 -1.4
H 21.326673 5.754287 16.382071 0.2 0.2 0.1
H 22.708465 6.886856 11.301356 -0.1 -0.1 0.0
H 17.995369 3.358037 10.708471 -0.1 -0.2 -0.1
H 21.356979 2.790430 8.564939 0.0 -0.1 0.4
H 18.004595 1.817784 13.718037 -0.1 -0.1 0.0
Br 23.678847 2.897581 10.031767 -0.2 -0.2 0.3
H 26.467868 5.033269 14.279338 0.2 -0.2 0.2
O 21.422671 4.796404 11.900475 0.0 0.4 -0.3
C 24.530299 4.656693 13.692158 1.0 0.1 -0.4
N 18.266469 0.875973 13.937537 -0.2 0.1 -0.3
H 19.095322 5.525542 12.382287 0.0 0.1 0.0
```
Positions in Å, forces in eV/Å.

Calculated values
- LUMO level (eV) = -4.8197
- orbital gap (eV) = 8.43
- M (g/mol) = 529.15
- net charge = +2
- energy above the lowest of the compared OMol25 structures with the same formula, charge and spin (kJ/mol) = 69.02